16 unconnected molecules or ions with the total composition C47H126N8O22S2 at a distorted geometry. Source: the OMol25 dataset; level of theory: wB97M-V/def2-TZVPD.

```
205
Properties=species:S:1:pos:R:3
O -1.23355 -1.50765 -3.06779
H -1.52128 -0.62986 -2.80646
H -0.67495 -1.98402 -2.44921
H -0.76426 -1.42851 -3.90151
O 1.75296 2.39156 -2.73699
H 2.08144 1.86975 -2.00117
H 1.92862 1.88262 -3.53180
H 0.80115 2.50935 -2.69484
O 0.64435 -0.30604 0.31904
H -0.09441 0.25907 0.08140
H 1.39896 0.05195 -0.15426
H 0.49416 -1.15656 -0.10008
O 2.66439 -1.81709 -1.87785
H 2.71506 -0.92288 -1.53228
H 2.68730 -1.70177 -2.83063
H 1.90314 -2.36059 -1.66178
O 0.35844 -2.39230 -1.12551
H 0.24994 -3.30209 -0.78631
O 2.74091 0.47730 -0.91639
H 3.36927 0.33720 -0.18151
S 1.52813 -0.52035 -5.11781
O 2.41285 -1.25923 -4.21606
O 1.96896 -0.78753 -6.48581
O 0.20877 -1.06547 -4.94442
O 1.64507 0.91349 -4.88084
S -1.54861 1.76167 -1.99635
O -2.03873 0.75178 -2.89926
O -0.79425 1.11244 -0.92200
O -0.66316 2.62987 -2.76550
O -2.63427 2.63631 -1.48902
C -7.53761 2.91168 -0.60191
C -5.94689 2.85785 -0.36661
C -5.54444 1.45156 0.31648
O -6.23014 1.24604 1.60414
C -5.62251 2.04126 2.60921
N -5.33324 3.06374 -1.68126
H -7.97830 3.77424 -1.10181
H -8.16653 2.85912 0.28680
H -7.79947 2.02769 -1.18336
H -5.60336 3.64134 0.30884
H -4.48608 1.19429 0.35903
H -5.91395 0.65292 -0.32674
H -4.54793 2.07163 2.78931
H -5.91886 1.65253 3.58346
H -5.95734 3.07166 2.48976
H -5.48123 4.01653 -1.98192
H -4.37873 2.87072 -1.41339
C 0.54101 6.71989 -0.40783
C 0.61690 5.72217 -1.50647
C 1.92738 5.74481 -2.36629
O 1.63054 6.63147 -3.42937
C 2.53380 6.88885 -4.46850
N 0.41193 4.38814 -0.89225
H 0.56997 7.74652 -0.77293
H 1.41581 6.52833 0.21355
H -0.27786 6.55024 0.29131
H -0.17438 5.85998 -2.24335
H 2.24882 4.77310 -2.74118
H 2.83877 5.93595 -1.79977
H 2.03097 7.15945 -5.39695
H 3.18733 6.02514 -4.59096
H 3.18703 7.71725 -4.19439
H -0.42532 4.30616 -0.33334
H 0.10506 3.70905 -1.57399
C -1.24795 4.33413 2.35856
C -2.67262 4.48601 1.71361
C -3.41486 5.69994 2.29058
O -4.78188 5.68026 1.81749
C -5.05475 6.43938 0.58923
N -2.36534 4.61840 0.32591
H -0.86809 5.35572 2.37106
H -0.48090 3.83203 1.76896
H -1.26987 3.83012 3.32478
H -3.18222 3.52372 1.76269
H -2.82531 6.58128 2.03804
H -3.50519 5.60978 3.37308
H -5.76827 5.90091 -0.03450
H -4.14560 6.44901 -0.01197
H -5.38347 7.47264 0.70071
H -3.22960 4.92374 -0.09826
H -2.19932 3.77192 -0.19947
C -5.41965 -0.75966 -2.78699
C -4.60522 -0.86876 -4.06915
C -5.47226 -1.44975 -5.20766
O -5.82263 -2.82602 -4.90172
C -6.29026 -3.63839 -5.94400
N -4.06322 0.46946 -4.39872
H -4.90636 0.02029 -2.22457
H -5.50328 -1.59374 -2.09026
H -6.46541 -0.50626 -2.96096
H -3.79360 -1.54340 -3.79668
H -5.03001 -1.30156 -6.19283
H -6.34339 -0.80343 -5.31497
H -7.00836 -2.98525 -6.43980
H -6.87223 -4.51768 -5.66786
H -5.38958 -3.77258 -6.54306
H -4.88559 0.98337 -4.11639
H -3.41022 0.46676 -3.62821
C 8.46233 0.95166 -5.77378
C 8.46832 0.54951 -4.31382
C 7.39808 1.32882 -3.53470
O 7.44379 1.02660 -2.17268
C 6.40581 1.36989 -1.26165
N 8.13079 -0.88925 -4.22588
H 7.60893 0.50824 -6.28680
H 9.29628 0.44486 -6.25936
H 8.43779 2.03676 -5.87398
H 9.47514 0.67209 -3.91459
H 6.46224 1.03689 -4.01125
H 7.42892 2.41124 -3.65927
H 5.53066 0.73741 -1.41059
H 6.18373 2.43673 -1.28656
H 6.77015 1.13242 -0.26216
H 8.28938 -0.91957 -3.22886
H 8.83584 -1.56113 -4.49340
C 2.47745 2.82524 6.56460
C 2.84318 1.82910 5.56244
C 1.67482 0.81657 5.24726
C 1.98825 -0.16523 4.11376
C 2.27057 0.64148 2.85177
C 3.31913 1.76629 3.00474
N 3.21975 2.52198 4.30091
O 4.01882 3.61780 4.38579
C 4.73039 1.18226 2.87653
C 3.05047 2.86343 1.92546
C 4.01027 0.99686 6.15055
H 2.07184 3.73619 6.12444
H 3.30445 3.25856 7.12709
H 1.76684 2.53929 7.34007
H 1.46575 0.26670 6.16489
H 0.88508 1.51118 4.96104
H 1.04093 -0.70360 4.08508
H 2.83920 -0.78546 4.39536
H 1.33046 1.09764 2.54161
H 2.68873 0.05045 2.03694
H 5.45009 1.97014 3.09875
H 4.81503 0.28788 3.49379
H 5.00065 0.85662 1.87202
H 2.16393 3.48300 2.06063
H 3.91239 3.53049 1.94051
H 3.05291 2.41973 0.92986
H 3.66291 0.38996 6.98668
H 4.75288 1.73640 6.45005
H 4.55859 0.32618 5.48901
H 3.38326 4.27347 4.08954
C 0.81967 -6.00301 -0.97776
C 2.02552 -6.01326 0.10477
C 3.13207 -6.71254 -0.77314
C 4.46256 -6.62483 -0.02114
C 4.85764 -5.16117 0.31695
C 3.79113 -4.38250 1.10528
N 2.42814 -4.63945 0.44430
O 1.38269 -4.04422 1.14802
C 3.83760 -4.83914 2.58278
C 4.22053 -2.82842 0.86895
C 1.55764 -6.90951 1.26300
H 1.09699 -5.48846 -1.89778
H -0.09548 -5.50130 -0.66331
H 0.42561 -6.97413 -1.27735
H 2.82771 -7.72853 -1.02466
H 3.19300 -6.36530 -1.80456
H 5.20332 -6.95941 -0.74740
H 4.47247 -7.26550 0.86065
H 5.16903 -4.67923 -0.60982
H 5.77356 -5.21178 0.90572
H 3.99680 -4.00755 3.26923
H 2.90597 -5.15916 3.04940
H 4.68766 -5.49830 2.75891
H 4.93328 -2.40146 1.57450
H 4.65866 -2.56324 -0.09324
H 3.34072 -2.21908 1.07568
H 2.36436 -7.30150 1.88239
H 0.98004 -7.73221 0.84152
H 1.00063 -6.33407 2.00241
H 1.02120 -3.47154 0.46760
C -3.68750 -5.37896 0.96150
C -2.90335 -4.37678 1.86396
C -2.39476 -3.22833 0.94537
C -3.48754 -2.20187 0.85936
C -3.77318 -1.64575 2.19928
C -4.42866 -2.75128 3.10629
N -3.64647 -3.95990 3.05243
O -4.29912 -5.07750 3.67654
C -4.38204 -2.20679 4.57553
C -5.92013 -3.06529 2.63061
C -1.68446 -5.12931 2.46301
H -4.47538 -5.00473 0.30783
H -4.00019 -6.20517 1.60002
H -3.02659 -5.91089 0.27713
H -1.40589 -2.86084 1.21958
H -2.34040 -3.53475 -0.09926
H -4.42176 -2.55044 0.41911
H -3.11261 -1.37576 0.25516
H -4.51744 -0.88130 1.97611
H -2.89257 -1.30031 2.74083
H -4.70017 -1.16485 4.54016
H -4.99348 -2.89756 5.15610
H -3.41587 -1.96674 5.01936
H -6.33441 -2.26647 2.01550
H -5.89503 -3.95254 1.99794
H -6.54523 -3.34125 3.47985
H -2.06463 -6.02400 2.95607
H -1.28576 -4.61377 3.33672
H -0.96802 -5.31951 1.66386
H -3.67629 -5.33738 4.35929
```

Calculated values
HOMO-LUMO gap: 6.10 eV
Maximum force: 0.0876 Eh/bohr
Net charge: -2
HOMO level: -0.103 hartree
E_tot: -129409.8700 eV

A molecular structure, C47H27BrIrN8O4 at a distorted geometry. Source: the OMol25 dataset; level of theory: wB97M-V/def2-TZVPD.

```
88
Properties=species:S:1:pos:R:3
Ir 0.05824 -0.79536 0.58023
C -5.09887 -4.13004 2.87758
C -5.10046 -4.70009 1.59908
C -4.25826 -4.23250 0.60551
C -3.39603 -3.19256 0.92764
C -2.35439 -2.53458 0.18319
N -1.73735 -1.63113 0.99794
C -2.32731 -1.65219 2.22438
N -2.01609 -0.84669 3.25095
C -0.87714 -0.25590 3.35279
C -0.54857 0.75975 4.35494
C -1.33610 1.42511 5.27190
C -0.73945 2.43016 6.02547
C 0.60834 2.73934 5.86608
C 1.40037 2.06585 4.94259
C 0.80101 1.07930 4.18442
C 1.29596 0.25983 3.07317
N 2.52191 0.24610 2.65871
C 2.90957 -0.38123 1.53903
N 2.09469 -0.70598 0.49274
C 2.84823 -1.21919 -0.52854
N 2.40314 -1.56600 -1.74524
C 1.15560 -1.80647 -1.99378
N 0.14964 -1.95645 -1.06387
C -1.00878 -2.37703 -1.69273
N -2.10584 -2.73336 -1.12002
C -0.74541 -2.44477 -3.13036
C -1.57046 -2.74278 -4.19500
C -1.02748 -2.66104 -5.47194
C 0.30079 -2.29321 -5.66508
C 1.13303 -2.00257 -4.58966
C 0.59345 -2.08187 -3.32056
C 4.22673 -1.23199 -0.12056
C 5.39103 -1.64461 -0.75905
C 6.58256 -1.53574 -0.06621
C 6.61816 -1.02803 1.23947
C 5.46797 -0.60609 1.88039
C 4.26607 -0.70677 1.18872
N 0.25779 -0.51188 2.59976
C -3.38434 -2.62911 2.21830
C -4.24827 -3.08833 3.20449
H -5.77178 -4.52151 3.62983
H -5.77367 -5.52109 1.38951
H -4.25799 -4.65462 -0.39082
H -2.38368 1.17534 5.37614
H -1.33308 2.99323 6.73343
H 1.04484 3.52587 6.46833
H 2.44645 2.30902 4.80783
H -2.60531 -3.01121 -4.03024
H -1.65267 -2.87248 -6.32934
H 0.68833 -2.21990 -6.67290
H 2.16339 -1.70688 -4.73775
H 5.35770 -2.03581 -1.76763
H 7.50586 -1.84511 -0.53811
H 7.56652 -0.97529 1.75862
H 5.49573 -0.21333 2.88828
H -4.24804 -2.64359 4.19083
C -0.96540 3.91507 1.42735
C -0.18736 2.68787 1.03527
O -0.64012 1.58770 1.29679
C 1.11973 2.85793 0.36334
C 1.98889 3.86430 0.75560
C 3.26045 3.96314 0.20996
C 3.66950 3.05957 -0.77485
C 2.82952 2.05880 -1.19254
C 1.52298 1.91353 -0.63994
O 0.74604 0.98743 -1.04965
H -2.02033 3.70209 1.25706
H -0.65820 4.78600 0.85295
H -0.82027 4.11676 2.49284
H 1.67852 4.55869 1.52707
H 3.93951 4.73424 0.54824
H 4.65704 3.14578 -1.21047
H 3.12411 1.35368 -1.96071
Br -3.02243 2.01008 -7.23935
C -2.82382 1.78714 -5.36101
C -1.73215 1.08376 -4.88221
C -1.59037 0.91848 -3.51180
C -2.52572 1.45893 -2.63832
C -3.60623 2.17180 -3.13427
C -3.76328 2.33536 -4.50544
C -2.35073 1.25729 -1.10418
O -2.80919 2.13555 -0.37465
O -1.78443 0.15442 -0.82143
H -1.00881 0.65689 -5.56527
H -0.74325 0.38928 -3.10498
H -4.32416 2.59960 -2.44723
H -4.60639 2.88625 -4.90104
```

Calculated values
HOMO-LUMO gap (alpha / beta): 5.10 / 5.62 eV
Maximum force: 0.0231 Eh/bohr
Net charge: 0
HOMO level (alpha / beta): -0.231 / -0.298 hartree
E_tot: -142169.4704 eV
Spin multiplicity: 6
ΔE to the lowest compared entry with this formula, charge and spin: 90.5 kJ/mol

A molecular structure, C47H29N11O3Sr. Source: the OMol25 dataset; level of theory: wB97M-V/def2-TZVPD.

```
91
Properties=species:S:1:pos:R:3
Sr 0.10990 1.09635 -0.43978
C 0.80754 6.27261 3.64406
C -0.49200 6.57176 3.24760
C -1.28896 5.61760 2.62030
C -0.74244 4.37014 2.40365
C -1.29346 3.11819 1.80525
N -2.50906 2.94969 1.40485
C -2.89388 1.63191 1.09680
C -3.48224 0.72148 1.97331
C -3.84742 0.85656 3.33528
C -4.35160 -0.22343 3.99576
C -4.49469 -1.49053 3.34750
C -4.14662 -1.66360 2.04247
C -3.65325 -0.55223 1.31369
C -3.17934 -0.37390 0.03508
N -2.78628 -1.14839 -1.08300
C -1.65680 -1.97293 -0.73140
N -0.62331 -1.46992 -0.06627
C 0.29458 -2.44969 0.13962
N 1.49102 -2.34140 0.78951
C 1.99410 -1.30497 1.35709
N 1.43818 -0.01709 1.45055
C 2.18217 0.76070 2.18951
N 1.97390 2.05966 2.56491
C 0.81600 2.65705 2.37192
N -0.30121 2.18423 1.81261
C 0.56203 4.07152 2.79261
C 1.35446 5.01183 3.41881
C 3.38342 0.01609 2.63976
C 4.47079 0.38311 3.41096
C 5.45767 -0.57050 3.63788
C 5.34366 -1.85399 3.10364
C 4.24546 -2.22016 2.33460
C 3.26483 -1.26975 2.10389
C -0.19202 -3.66258 -0.42740
C 0.31049 -4.96990 -0.52393
C -0.43699 -5.92749 -1.16544
C -1.70295 -5.61777 -1.72232
C -2.21625 -4.34741 -1.64268
C -1.46425 -3.34751 -1.00064
N -2.75183 0.91440 -0.07879
H 1.40355 7.03877 4.12655
H -0.88228 7.56746 3.42298
H -2.29572 5.83841 2.29192
H -3.71324 1.81161 3.82892
H -4.63377 -0.13667 5.03870
H -4.87353 -2.32997 3.91887
H -4.23125 -2.63063 1.56149
H 2.36677 4.76464 3.71114
H 4.53393 1.38697 3.81119
H 6.32852 -0.31876 4.23227
H 6.12958 -2.57752 3.28986
H 4.15713 -3.21436 1.91533
H 1.28189 -5.20097 -0.10272
H -0.05715 -6.93944 -1.25407
H -2.26777 -6.40126 -2.21556
H -3.18801 -4.10985 -2.06365
C -1.56999 -1.58544 -4.07551
C -1.36203 -0.54258 -3.01965
N -0.22903 -0.07530 -2.68564
N 0.93013 -0.66013 -3.13382
C 2.00496 -0.18755 -2.50563
O 2.13156 0.81903 -1.76441
C 3.23883 -1.03379 -2.72502
C 4.42346 -0.64495 -2.10784
C 5.57251 -1.41150 -2.23785
C 5.54928 -2.57718 -2.98954
C 4.36773 -2.97411 -3.60353
C 3.21834 -2.21124 -3.46839
C -2.58176 -0.12986 -2.16657
C -3.81669 -0.04581 -3.02387
C -4.26226 1.12647 -3.47350
C -3.68023 2.37697 -3.01980
C -2.87167 2.38163 -1.95702
N -2.36911 1.17628 -1.42891
H -0.60385 -2.01258 -4.33314
H -2.02264 -1.14012 -4.96544
H -2.23285 -2.37763 -3.72145
H 4.41224 0.25978 -1.51480
H 6.48449 -1.10379 -1.73976
H 6.44388 -3.18200 -3.08645
H 4.33771 -3.89282 -4.17790
H 2.28346 -2.51773 -3.91587
H -4.30781 -0.98064 -3.25959
H -5.12878 1.16309 -4.12414
H -3.98058 3.31998 -3.45356
H -2.51681 3.27304 -1.45216
O -1.23879 5.32947 -1.50952
C -0.24023 4.60401 -1.47130
O -0.18183 3.38234 -1.15894
H 0.74635 5.05649 -1.74455
```

Calculated values
HOMO-LUMO gap: 5.37 eV
Maximum force: 0.0182 Eh/bohr
Net charge: -2
HOMO level: -0.052 hartree
E_tot: -72583.7864 eV
ΔE to the lowest compared entry with this formula, charge and spin: 347.0 kJ/mol

A molecular structure, C47H30AsF6FeN9O2 at a distorted geometry. Source: the OMol25 dataset; level of theory: wB97M-V/def2-TZVPD.

```
96
Properties=species:S:1:pos:R:3
Fe -0.44320 -1.31502 0.39276
C -5.49950 1.05818 3.70846
C -4.55490 1.32068 4.69496
C -3.23030 0.92658 4.55636
C -2.87780 0.27238 3.38986
C -1.61900 -0.25582 2.89426
N -1.81940 -0.84692 1.67906
C -3.14740 -0.75672 1.37256
N -3.75300 -1.40272 0.42386
C -3.10710 -2.18372 -0.42464
C -3.69270 -3.32752 -1.06734
C -4.91370 -3.96062 -0.90114
C -5.10100 -5.16552 -1.55684
C -4.10870 -5.70892 -2.37184
C -2.89420 -5.06912 -2.56374
C -2.68360 -3.87262 -1.89324
C -1.53710 -3.02042 -1.72524
N -0.39810 -3.15962 -2.37054
C 0.70970 -2.57702 -2.01424
N 0.92320 -1.83722 -0.87544
C 2.25550 -1.63832 -0.73124
N 2.86380 -1.11062 0.30146
C 2.24220 -0.77312 1.41856
N 0.90350 -0.80822 1.66316
C 0.68990 -0.39302 2.95586
N -0.47450 -0.10912 3.50726
C 1.95210 -0.09422 3.57776
C 2.29680 0.38138 4.83516
C 3.63650 0.62508 5.08566
C 4.61420 0.39668 4.11426
C 4.28140 -0.07842 2.85756
C 2.94040 -0.31792 2.59336
C 2.95960 -2.20542 -1.87034
C 4.30070 -2.32832 -2.18204
C 4.63170 -3.03402 -3.33154
C 3.65500 -3.61022 -4.13704
C 2.30830 -3.50202 -3.82244
C 1.97290 -2.79162 -2.68534
N -1.81350 -2.03872 -0.80224
C -3.83710 0.00158 2.39716
C -5.15700 0.38328 2.54556
H -6.51960 1.38078 3.85226
H -4.86850 1.83478 5.59256
H -2.49740 1.10418 5.32786
H -5.66670 -3.53852 -0.25534
H -6.02770 -5.70472 -1.42144
H -4.28990 -6.66152 -2.84744
H -2.12380 -5.50142 -3.18024
H 1.53650 0.55628 5.57956
H 3.93680 1.00808 6.05096
H 5.64740 0.60178 4.35386
H 5.02920 -0.25482 2.10036
H 5.05820 -1.91442 -1.53604
H 5.67130 -3.15512 -3.59894
H 3.95410 -4.16552 -5.01334
H 1.54530 -3.97292 -4.42084
H -5.88660 0.15298 1.78706
F -0.22460 -3.19772 1.08776
As -1.05440 -4.37392 2.32956
F -1.81360 -5.44412 3.45166
F -2.58050 -3.61522 1.94606
F -0.75490 -3.13092 3.51696
F -1.26460 -5.41852 0.94696
F 0.53200 -5.02592 2.61006
C 3.67000 3.33028 -4.18294
C 2.35220 4.01948 -3.97364
C 1.82380 4.74948 -5.03394
C 0.58580 5.36488 -4.93044
C -0.13600 5.23358 -3.77124
C 0.37720 4.51218 -2.67564
N -0.44730 4.43908 -1.59184
C -0.20230 4.10878 -0.24574
C 0.05120 5.14958 0.64596
C 0.23160 4.90278 1.99466
C 0.18700 3.60338 2.46566
C -0.08840 2.57038 1.58836
C -0.31130 2.80338 0.24156
C -0.80160 1.67268 -0.66674
O -1.50750 1.96728 -1.61404
O -0.41600 0.50778 -0.32634
C 1.65820 3.91978 -2.76674
C 2.23820 3.15278 -1.61534
H 3.98720 3.44298 -5.21624
H 3.59010 2.26598 -3.96824
H 4.44640 3.75218 -3.54594
H 2.38420 4.82918 -5.95294
H 0.18820 5.93178 -5.75834
H -1.11180 5.69078 -3.68274
H -1.39240 4.75458 -1.76754
H 0.09310 6.16078 0.27016
H 0.39440 5.72588 2.67276
H 0.35470 3.38728 3.50986
H -0.16240 1.56358 1.94896
H 2.19340 3.73008 -0.69424
H 3.27440 2.89198 -1.79794
H 1.68280 2.22848 -1.45714
```

Calculated values
HOMO-LUMO gap (alpha / beta): 4.39 / 3.69 eV
Maximum force: 0.0323 Eh/bohr
Net charge: 0
HOMO level (alpha / beta): -0.253 / -0.253 hartree
E_tot: -178269.7070 eV
Spin multiplicity: 5